# 1
ORCA calculation (wB97M-V/def2-TZVPD) on C33H38BN9O2PtS3 as an isolated structure.

Values from the calculation:
orbital gap (spin up / spin down) = 4.6 / 4.7 eV
LUMO (spin up / spin down) = -11.1 / -11.0 eV
relative energy (zero: lowest compared OMol25 entry of this formula, charge and spin) = 320.84 kJ/mol

Geometry as ORCA input:
```
! wB97M-V def2-TZVPD RIJCOSX def2/J DEFGRID3
* xyz 3 2
Pt 1.06298 -0.62605 0.07798
C -1.45015 -3.04214 -2.41152
C -1.32043 -2.18045 -1.33210
N -0.05856 -2.21473 -0.89676
N 0.63932 -3.04986 -1.68068
C -0.18319 -3.57305 -2.59992
B 2.13523 -3.36398 -1.44675
N 2.92709 -2.12998 -1.92600
C 3.80008 -1.92332 -2.92405
C 4.07773 -0.56580 -3.00309
C 3.32472 0.01117 -1.99760
N 2.66453 -0.94577 -1.33810
N 2.33775 -3.46609 0.07426
C 2.81709 -4.47948 0.81298
C 2.60559 -4.19975 2.14921
C 1.98245 -2.96092 2.15413
N 1.85023 -2.52029 0.90053
N 2.46583 -4.64297 -2.17728
C 2.13569 -5.92969 -1.85138
C 2.45641 -6.73194 -2.91177
C 2.95759 -5.84444 -3.89082
N 2.91046 -4.60462 -3.45418
H -2.34480 -3.26426 -2.96539
H -2.07858 -1.60140 -0.83078
H 0.16181 -4.28355 -3.33366
H 4.15133 -2.73856 -3.52795
H 4.73570 -0.06206 -3.68858
H 3.22730 1.05032 -1.73963
H 3.29568 -5.33187 0.36284
H 2.85121 -4.80815 3.00135
H 1.60259 -2.41567 2.99817
H 1.68820 -6.19529 -0.90779
H 2.30707 -7.79330 -3.00709
H 3.29177 -6.05879 -4.89179
C 3.42068 -0.47316 3.41486
C 2.00322 -0.21812 3.93599
S 0.61948 -0.18323 2.71012
C 0.21864 1.58554 2.63564
C 1.37223 2.40151 2.10963
S 1.83456 1.92585 0.39958
C 3.63940 2.15948 0.52156
C 4.37597 0.97232 1.13728
S 4.35532 1.02451 2.96425
H 3.42579 -1.15202 2.56629
H 4.00173 -0.92542 4.21894
H 1.94977 0.71040 4.50345
H 1.72397 -1.02965 4.60985
H -0.06817 1.90137 3.63878
H -0.64979 1.64402 1.98576
H 2.25984 2.26842 2.72475
H 1.11519 3.46282 2.08123
H 3.79767 3.07340 1.09579
H 3.98495 2.34126 -0.49576
H 5.42560 1.01333 0.84687
H 3.95524 0.02487 0.80258
C -5.27658 4.05744 3.92745
C -4.79916 4.19954 2.51569
C -4.88694 5.43913 1.87000
C -4.50056 5.60355 0.53701
C -3.98766 4.54458 -0.15989
C -3.86068 3.28253 0.47563
N -3.23177 2.25506 -0.16597
C -3.08404 2.06507 -1.52700
C -4.06386 2.51963 -2.42037
C -3.95245 2.27501 -3.77497
C -2.85930 1.57952 -4.27382
C -1.87425 1.13137 -3.40576
C -1.97049 1.34512 -2.03651
C -0.87851 0.79815 -1.18510
O 0.19258 0.42102 -1.73529
O -1.00034 0.67337 0.07054
C -4.31072 3.09911 1.81544
C -4.37100 1.73524 2.43542
H -5.48959 5.02627 4.37108
H -4.54172 3.54283 4.54729
H -6.19441 3.46498 3.96156
H -5.26874 6.29271 2.41507
H -4.57850 6.57295 0.06489
H -3.60580 4.67905 -1.16134
H -2.68564 1.59774 0.38876
H -4.94194 3.01539 -2.03050
H -4.72917 2.61664 -4.44517
H -2.78635 1.37302 -5.33226
H -1.00773 0.60820 -3.78571
H -3.97349 0.94844 1.79848
H -5.41377 1.48346 2.64338
H -3.85639 1.71312 3.39776
*
```

---

# 2
ORCA calculation (wB97M-V/def2-TZVPD) on C33H38Br3IrN8O4 as an isolated structure.

Values from the calculation:
orbital gap = 7.4 eV
LUMO = -5.3 eV
relative energy (zero: lowest compared OMol25 entry of this formula, charge and spin) = 0.00 kJ/mol

Geometry as ORCA input:
```
! wB97M-V def2-TZVPD RIJCOSX def2/J DEFGRID3
* xyz 2 1
Ir 0.40874 0.46441 -0.14863
C 3.80641 -0.05554 0.90003
C 2.94284 -1.25383 0.66655
C 3.54363 -2.50944 0.90948
C 2.86591 -3.67228 0.72273
C 1.54419 -3.62936 0.23701
C 0.73035 -4.76365 0.00237
Br 1.39027 -6.48995 0.35080
C -0.54391 -4.61854 -0.47053
C -1.04947 -3.34134 -0.75666
Br -2.80548 -3.15055 -1.39662
C -0.28103 -2.21877 -0.57616
O -0.70043 -0.99324 -0.87471
C 1.00560 -2.35607 -0.02701
N 1.68653 -1.16707 0.23740
H 3.83426 0.18326 1.96645
H 3.46161 0.80948 0.35505
H 4.82744 -0.28442 0.59771
H 4.56859 -2.52067 1.25335
H 3.33404 -4.62743 0.91983
H -1.17032 -5.48482 -0.62968
O -0.21675 -4.28183 6.04925
C -1.58608 -3.98544 5.87551
N -1.68640 -2.66906 5.29350
C -1.47870 -2.49857 3.96620
O -1.37111 -3.40388 3.16476
C -1.38366 -1.07366 3.47467
C -1.95333 0.04142 4.06198
C -1.75995 1.27839 3.46243
C -1.02773 1.35882 2.29720
N -0.50160 0.27114 1.70097
C -0.67776 -0.91536 2.29512
H -0.09905 -5.23659 6.08919
H -2.10959 -3.96648 6.83233
H -2.07122 -4.69032 5.20213
H -1.55723 -1.88529 5.91176
H -2.55503 -0.04134 4.95879
H -2.18085 2.17804 3.88853
H -0.84673 2.30788 1.81280
H -0.26702 -1.78938 1.82996
Br 0.12412 4.18146 -0.57695
C -1.38701 3.07462 -0.74894
C -2.56042 3.75327 -1.02266
C -3.72603 3.03641 -1.21715
C -3.66095 1.66167 -1.13377
C -2.45358 1.05505 -0.86040
N -1.29460 1.72952 -0.66523
H -2.54450 4.83055 -1.09058
H -4.65529 3.54806 -1.42984
H -4.53469 1.04203 -1.27576
H -2.38790 -0.01727 -0.78999
C 1.79241 -0.62361 -2.65132
C 2.40119 -0.44883 -4.06589
N 2.13463 0.88801 -4.56383
C 0.70237 1.11718 -4.55958
C 0.15108 1.08156 -3.10876
N 1.22987 0.68270 -2.14776
C 2.31491 1.70319 -2.23013
C 2.78937 1.85835 -3.70428
H 2.55431 -0.94911 -1.95307
H 0.97449 -1.34074 -2.64719
H 1.98236 -1.17848 -4.75808
H 3.48089 -0.59644 -4.03812
H 0.22545 0.35317 -5.17268
H 0.49928 2.08721 -5.01250
H -0.66483 0.36994 -2.99753
H -0.19499 2.07046 -2.81688
H 3.12292 1.38076 -1.57698
H 1.91724 2.63983 -1.84602
H 3.86751 1.71763 -3.77259
H 2.55793 2.85804 -4.07186
N 1.56252 1.88860 0.74786
C 2.08054 2.50137 1.58094
N 2.65126 3.23775 2.48455
C 3.14372 2.65806 3.75221
C 2.77643 3.60977 4.87644
O 3.28261 4.89968 4.61254
C 2.70113 5.46496 3.45599
C 3.04065 4.64043 2.22672
H 4.22950 2.55434 3.69169
H 2.69031 1.67794 3.89679
H 3.22139 3.27266 5.81045
H 1.68537 3.64708 4.99510
H 3.11011 6.46755 3.35018
H 1.61248 5.53641 3.57502
H 4.11483 4.67276 2.03348
H 2.50552 5.00354 1.35093
*
```

---

# 3
ORCA calculation (wB97M-V/def2-TZVPD) on C33H38Cl2F8O30 as an isolated structure.

Values from the calculation:
orbital gap = 8.5 eV
LUMO = -0.3 eV

Geometry as ORCA input:
```
! wB97M-V def2-TZVPD RIJCOSX def2/J DEFGRID3
* xyz 0 1
C -0.72273 -1.21423 -3.71922
C -1.89848 -1.27517 -4.59015
C -2.23756 -2.73409 -4.91953
O -3.65624 -2.70486 -4.64862
C -4.04019 -1.66400 -3.93457
O -5.14825 -1.51820 -3.46847
O -3.02486 -0.86300 -3.76612
H 0.16430 -1.43006 -4.31478
H -0.73385 -1.76191 -2.77687
H -0.57971 -0.17691 -3.41657
H -1.84859 -0.75226 -5.54523
H -1.64859 -3.37418 -4.26267
H -1.91517 -2.92114 -5.94382
C -1.40631 -0.59314 -1.06374
C -0.56132 0.62674 -0.68832
C 0.30534 0.34759 0.50484
O 1.56061 0.51805 -0.01922
C 1.59323 0.76585 -1.30345
O 2.64473 1.02850 -1.85968
O 0.34547 0.79347 -1.77226
H -1.95624 -0.98940 -0.21013
H -0.81242 -1.46378 -1.34192
H -2.02745 -0.41130 -1.94080
H -1.19077 1.51580 -0.64968
H 0.01255 -0.61886 0.91516
H 0.21466 1.21716 1.15577
C -1.19798 3.40226 -1.68028
Cl -1.72421 2.14705 -2.87817
Cl 0.62187 3.40803 -1.40103
H -1.42512 4.39700 -2.06368
H -1.67723 3.30661 -0.70598
C 3.35251 -0.64465 0.60238
C 3.94273 0.56865 1.42022
O 5.23221 0.00356 1.80569
C 5.12359 -1.34532 1.85490
O 5.75607 -2.12278 2.59248
O 3.94911 -1.71905 1.30655
F 3.23249 0.80153 2.52980
H 3.66968 -0.66843 -0.44018
H 2.27974 -0.58111 0.78466
H 4.19994 1.45801 0.84491
C 2.86901 -2.08353 -1.95218
C 1.49150 -1.94754 -1.52657
O 1.52763 -2.24970 -0.15756
C 2.59445 -2.91096 0.11354
O 2.83129 -3.53704 1.16918
O 3.41589 -2.86697 -0.90701
F 0.70058 -2.88449 -2.12741
H 3.33864 -1.10033 -1.98211
H 2.87886 -2.62239 -2.89961
H 1.20419 -0.90550 -1.66696
C 5.51738 2.36693 -1.96860
C 4.44426 1.27096 -1.88962
O 4.94973 0.43786 -0.83334
C 6.18319 0.84404 -0.43575
O 6.84254 0.31588 0.45903
O 6.57014 1.94224 -1.18283
F 4.36223 0.55486 -3.03216
H 5.15025 3.30508 -1.55243
H 6.02744 2.45734 -2.92764
H 3.46193 1.60645 -1.55711
C -4.46238 2.26420 0.86048
C -3.91385 3.44029 1.65454
O -2.85210 2.63521 2.18339
C -2.40337 1.89240 1.22040
O -1.31534 1.38817 1.11367
O -3.33665 1.67313 0.29307
F -4.70695 3.71656 2.67079
H -5.11566 2.62062 0.06407
H -5.07945 1.59963 1.46518
H -3.52932 4.30697 1.11686
C -1.43891 -3.11102 2.80980
C -1.62423 -2.56252 1.37954
O -2.23687 -3.66437 0.76168
C -2.44550 -4.71428 1.64795
O -3.09306 -5.71320 1.48091
O -1.80537 -4.45883 2.81514
F -0.45445 -2.27019 0.82940
H -2.05014 -2.47414 3.44924
H -0.45282 -3.01448 3.26412
H -2.20678 -1.64193 1.34413
C -4.02241 0.46697 -1.54367
C -5.28258 0.61643 -0.79091
O -4.98992 -0.16224 0.36293
C -3.91708 -0.95423 0.14471
O -3.53248 -1.92676 0.76740
O -3.43407 -0.63275 -1.00056
F -6.33950 0.12435 -1.49740
H -3.38458 1.33145 -1.35940
H -4.23370 0.33614 -2.60496
H -5.55238 1.66417 -0.65840
C 0.17072 2.88350 3.28006
C 1.14132 3.07017 2.11225
O 0.30746 3.65961 1.12591
C -0.85114 4.18006 1.69415
O -1.75214 4.71909 1.06421
O -0.80964 3.91398 2.98587
F 1.67970 1.91383 1.67617
H 0.84737 3.01579 4.12430
H -0.26676 1.88785 3.35344
H 1.93337 3.76962 2.37970
C 1.35993 -1.64672 4.58824
C 2.23583 -0.80168 3.72704
O 1.48712 -0.34934 2.70081
C 0.23374 -0.64060 2.87679
O -0.69752 -0.26143 2.23699
O 0.12455 -1.45967 3.91717
F 3.22799 -1.51642 3.25546
H 1.27506 -1.19802 5.57797
H 1.72288 -2.67190 4.66149
H 2.71338 0.00529 4.28277
*
```

---

# 4
ORCA calculation (wB97M-V/def2-TZVPD) on C33H38IrN4P2 as an isolated structure.

Values from the calculation:
orbital gap (spin up / spin down) = 6.4 / 3.8 eV
LUMO (spin up / spin down) = -13.0 / -15.5 eV
relative energy (zero: lowest compared OMol25 entry of this formula, charge and spin) = 0.00 kJ/mol

Geometry as ORCA input:
```
! wB97M-V def2-TZVPD RIJCOSX def2/J DEFGRID3
* xyz 4 2
Ir 0.00316 0.10248 0.29853
N 2.08110 -0.35760 -0.25733
C 2.86308 0.91000 -0.32704
C 2.00380 1.91608 -1.05242
N 0.70633 2.03248 -0.30664
H 2.55676 -1.05617 0.31026
H 2.03976 -0.77023 -1.19296
H 3.82492 0.76035 -0.81690
H 3.04743 1.24765 0.69228
H 1.78422 1.58938 -2.07111
H 2.49152 2.88835 -1.11559
H 0.02509 2.55907 -0.85612
H 0.85874 2.58647 0.53691
C -3.02452 1.52127 3.17250
N -1.96816 1.19551 2.19235
P -2.12938 0.96117 0.51274
C -2.45988 2.50809 -0.30497
C -2.15541 2.63837 -1.66838
C -2.51200 3.78633 -2.35846
C -3.18541 4.80652 -1.69523
C -3.48674 4.68402 -0.34483
C -3.13838 3.53640 0.35295
C -3.51442 -0.12344 0.25251
C -4.19334 -0.07179 -0.97029
C -5.25673 -0.93104 -1.20217
C -5.65375 -1.82700 -0.21875
C -4.95742 -1.90678 0.98435
C -3.88580 -1.06448 1.22033
P -0.42812 0.65852 2.45018
C -0.46143 -0.16232 4.10374
C -0.28639 -1.48551 4.36669
C -0.26876 -1.94698 5.72865
C -0.39743 -1.04699 6.81797
C -0.58850 0.28267 6.56069
C -0.59198 0.74047 5.22327
C 0.68300 2.01637 2.82257
C 2.00508 1.73742 3.19945
C 2.86101 2.77463 3.53514
C 2.40048 4.08905 3.50724
C 1.09209 4.37050 3.12760
C 0.22472 3.33842 2.79068
H -3.99152 1.49643 2.67472
H -2.87384 2.50997 3.60615
H -3.04944 0.77313 3.96615
H -1.67881 1.82550 -2.21334
H -2.27737 3.88303 -3.41012
H -3.49391 5.69053 -2.23754
H -4.01286 5.47970 0.16569
H -3.41926 3.45529 1.39455
H -3.92405 0.65139 -1.72973
H -5.78904 -0.88569 -2.14266
H -6.51996 -2.45499 -0.38081
H -5.25628 -2.62582 1.73519
H -3.34611 -1.14199 2.15804
H -0.20853 -2.21876 3.58074
H -0.18002 -3.00906 5.92857
H -0.34400 -1.42360 7.83232
H -0.71121 0.99634 7.36607
H -0.67298 1.80658 5.04228
H 2.36159 0.71216 3.25347
H 3.88177 2.56531 3.82760
H 3.06145 4.89641 3.79516
H 0.74551 5.39539 3.10053
H -0.79416 3.56353 2.49462
C -0.86545 -6.16975 -0.21762
C -0.64805 -4.70282 -0.06006
C -1.21668 -3.77021 -0.92609
C -0.99334 -2.42325 -0.73892
N -0.22999 -1.94402 0.26238
C 0.34531 -2.83702 1.09441
C 0.16441 -4.19125 0.96261
H -1.54754 -6.39679 -1.03210
H -1.25904 -6.59595 0.70716
H 0.08740 -6.66936 -0.40787
H -1.83587 -4.09062 -1.75347
H -1.43917 -1.69317 -1.40703
H 1.01853 -2.43159 1.83650
H 0.67465 -4.86429 1.64035
*
```

---

# 5
ORCA calculation (wB97M-V/def2-TZVPD) on C33H38N3P2PtSe as an isolated structure.

Values from the calculation:
orbital gap (spin up / spin down) = 4.9 / 4.9 eV
LUMO (spin up / spin down) = 2.2 / 2.2 eV
relative energy (zero: lowest compared OMol25 entry of this formula, charge and spin) = 164.82 kJ/mol

Geometry as ORCA input:
```
! wB97M-V def2-TZVPD RIJCOSX def2/J DEFGRID3
* xyz -1 1
Pt -1.78345 0.79883 1.19265
C -0.46844 0.97892 5.23962
C -0.78663 -0.29085 5.72340
C -1.35849 -1.21003 4.87030
C -1.62884 -0.87260 3.53669
C -1.33616 0.41262 3.04767
C -0.73228 1.32453 3.92984
C -2.19110 -1.84533 2.59215
C -2.63672 -3.13930 3.00325
C -3.15092 -4.00148 2.09473
C -3.26487 -3.60787 0.73759
C -3.82540 -4.43621 -0.25981
C -3.93743 -3.99189 -1.54733
C -3.48815 -2.69760 -1.88316
C -2.93054 -1.88371 -0.93751
C -2.80174 -2.32397 0.39723
N -2.25685 -1.47878 1.32532
H -0.01382 1.70877 5.90060
H -0.58208 -0.55786 6.75298
H -1.58126 -2.19898 5.24925
H -0.49796 2.31176 3.56451
H -2.55999 -3.42533 4.04036
H -3.49155 -4.98708 2.39257
H -4.17619 -5.42277 0.02203
H -4.37312 -4.62453 -2.31044
H -3.58131 -2.34434 -2.90329
H -2.56583 -0.89892 -1.18510
C -2.06173 1.59268 -1.72865
P -0.23826 1.89129 -1.67490
C 0.43529 0.31615 -0.94472
N 0.07350 -0.78586 -1.54078
C 0.60015 -1.97884 -1.13375
C 0.17410 -3.18437 -1.73093
C 0.71794 -4.37250 -1.32774
C 1.71201 -4.39715 -0.32366
C 2.13899 -3.23472 0.25692
C 1.57707 -2.00192 -0.14110
N 1.99569 -0.84625 0.45080
C 1.45568 0.29666 0.12667
P 1.93599 1.63362 1.37514
C 3.50794 0.83301 1.93527
C 2.64650 3.19990 0.58552
C 3.31252 2.99448 -0.76841
C 3.70599 3.71318 1.57683
C 1.56804 4.28526 0.51933
C 0.17207 1.67331 -3.51488
C 1.65235 1.31256 -3.66629
C -0.66520 0.66811 -4.31053
C -0.05443 3.07032 -4.11045
H -2.35206 0.91213 -2.52899
H -2.55701 2.55947 -1.83100
H -2.52919 1.20907 -0.80600
H -0.59061 -3.13302 -2.49483
H 0.38580 -5.30122 -1.77486
H 2.13472 -5.34473 -0.01331
H 2.89679 -3.22063 1.03019
H 3.90404 1.41855 2.76370
H 4.26877 0.73690 1.15598
H 3.26975 -0.16024 2.30050
H 4.02716 2.16659 -0.75319
H 3.85415 3.90209 -1.06034
H 2.56509 2.79651 -1.53234
H 4.61928 3.11823 1.55850
H 3.32655 3.73796 2.60214
H 3.96297 4.73841 1.29516
H 0.74861 4.03199 -0.14255
H 2.02943 5.21675 0.16789
H 1.12557 4.46221 1.50108
H 1.86526 0.31172 -3.28798
H 2.29978 2.01896 -3.14689
H 1.92365 1.33506 -4.72711
H -0.71800 -0.29836 -3.81310
H -0.20887 0.52658 -5.29674
H -1.67944 1.03652 -4.47540
H 0.62041 3.80653 -3.66923
H -1.07827 3.41541 -3.94379
H 0.11753 3.04534 -5.19227
Se -2.59294 2.98032 1.61902
*
```

---

For each record above, in turn, the calculated maximum force values are 0.0952; 0.0150; 0.3316; 0.0230; 0.0255 hartree/bohr.
For each record above, in turn, the calculated energy values are -88747.081; -267903.697; -143017.417; -62177.301; -126480.413 eV.